{"formula": "C4H7NO", "method": "ωB97M-V/def2-TZVPD", "largest_force_ev_per_a": 0.53, "e_above_lowest_kj_mol": 538.6, "e_lumo_ev": [-0.3, -0.3], "e_homo_ev": [-7.54, -7.54], "total_energy_ha": -286.426523, "spin_multiplicity": 1, "elements": ["C", "N", "C", "C", "C", "O", "H", "H", "H", "H", "H", "H", "H"], "coordinates": [[-1.07, -0.89, -1.06], [-0.36, 0.46, -0.28], [0.70, -0.05, -0.95], [-0.32, 0.54, 1.07], [0.94, 0.85, 1.70], [1.14, 1.01, 2.89], [-0.90, -1.08, -2.12], [-2.11, -0.56, -0.94], [-0.89, -1.78, -0.46], [1.53, -0.51, -0.41], [0.81, 0.22, -1.99], [-1.25, 0.72, 1.60], [1.76, 1.05, 0.96]]}